(1)
DFT (ωB97M-V/def2-TZVPD) results for a cluster of 2 separate species, C37H31N4 in total in a non-equilibrium geometry.

Properties
total charge: +1

Element x y z (Å)
C 1.02416 1.71457 6.35074
C 0.18401 0.58906 6.27728
C 0.25951 -0.30369 5.18533
C 1.23579 -0.07607 4.18409
N 1.25129 -0.69091 2.92851
C 0.56856 -1.71010 2.36214
N 1.33208 -1.94729 1.21892
C 1.15659 -3.00822 0.31150
C 0.65601 -4.18054 0.85541
C 0.09987 -5.15496 0.01724
C 0.34983 -5.06556 -1.36406
C 1.01437 -3.94828 -1.89731
C 1.39560 -2.88454 -1.04921
C 2.36586 -0.99618 1.11985
C 3.56784 -1.03396 0.27332
C 4.19552 0.19209 -0.03544
C 5.34779 0.21024 -0.84562
C 5.91155 -0.98593 -1.33346
C 5.41751 -2.20616 -0.82868
C 4.28322 -2.23346 -0.01365
N 2.22850 -0.15657 2.09918
C 2.19623 0.93187 4.37253
C 2.05157 1.86966 5.41206
H 0.89705 2.46314 7.13459
H -0.57647 0.43772 7.04518
H -0.47492 -1.10399 5.03588
H 0.67990 -4.25156 1.93957
H -0.50720 -5.96394 0.43664
H 0.01726 -5.87912 -2.02365
H 1.21974 -3.88741 -2.96819
H 1.85393 -1.97283 -1.44427
H 3.81902 1.12002 0.41005
H 5.83692 1.16525 -1.08585
H 6.78681 -0.98501 -2.00746
H 5.94795 -3.13809 -1.05296
H 3.97042 -3.16692 0.48095
H 2.97468 1.10592 3.63297
H 2.72851 2.73595 5.43848
C -5.01208 -4.77067 -1.34898
N -4.22942 -4.16059 -0.26917
C -4.33299 -4.51603 1.04168
C -3.51965 -3.66496 1.84722
C -3.41153 -3.50014 3.25378
C -2.44731 -4.04723 4.14636
C -1.17015 -4.49012 3.72374
C -0.21104 -4.90877 4.63911
C -0.53206 -4.97664 6.00486
C 0.50286 -5.38733 7.00875
C -1.84008 -4.68556 6.41922
C -2.77784 -4.23031 5.52012
C -2.87403 -2.76468 0.91870
C -1.97997 -1.72530 1.08053
C -1.54170 -1.05392 -0.06300
C -1.93970 -1.44502 -1.34924
C -2.96153 -2.39702 -1.51436
C -3.34525 -3.09053 -0.37879
H -4.71551 -4.35077 -2.31217
H -4.91660 -5.86792 -1.36026
H -6.08387 -4.58725 -1.19621
H -5.01253 -5.32627 1.29580
H -4.27421 -3.02408 3.75985
H -1.00421 -4.45932 2.64618
H 0.79924 -5.14799 4.29488
H 0.03565 -5.40519 7.98897
H 0.90974 -6.37381 6.76669
H 1.33262 -4.67361 7.06257
H -2.07757 -4.81362 7.46856
H -3.79935 -4.02955 5.84052
H -1.58308 -1.52315 2.07550
H -0.87308 -0.20708 0.06385
H -1.43883 -0.99885 -2.21290
H -3.41874 -2.60407 -2.47854

***

(2)
DFT (ωB97M-V/def2-TZVPD) results for a structure of composition C37H31N5O3Sn in a non-equilibrium geometry.

Properties
total charge: +2

Element x y z (Å)
Sn -0.21186 -0.04026 -0.01308
N 0.13277 0.70745 4.43158
C -0.29787 0.46238 3.20614
N 0.49120 0.23291 2.19009
C 1.86979 0.33855 2.34970
N 2.67256 0.41034 1.33484
N 2.00651 0.39911 0.13645
C 2.60014 0.86143 -0.88748
C 1.86276 0.91656 -2.15557
C 2.45915 1.38576 -3.31040
C 1.70230 1.45756 -4.47393
C 0.37800 1.06232 -4.44014
C -0.14948 0.60469 -3.24129
N 0.57218 0.53098 -2.12861
C 2.39764 0.44042 3.70200
C 3.76615 0.39453 3.98328
C 4.20632 0.56730 5.27693
C 3.29065 0.78059 6.31034
C 1.93551 0.82668 6.05399
C 1.49903 0.65981 4.74579
H -0.53426 0.92324 5.15878
H -1.37030 0.44612 3.04509
H 3.61835 1.23402 -0.82533
H 3.49572 1.69296 -3.29628
H 2.14364 1.82385 -5.39052
H -0.24780 1.11273 -5.31917
H -1.18717 0.30292 -3.17122
H 4.45926 0.22250 3.17251
H 5.26453 0.54367 5.49454
H 3.64406 0.91062 7.32369
H 1.22326 0.98479 6.85366
C -0.13520 6.89132 -0.41889
O -1.50668 6.49920 -0.38135
C -1.80718 5.21558 -0.23374
C -3.19135 4.92562 -0.15780
C -3.59015 3.64133 0.01379
C -2.66603 2.56106 0.12462
C -3.11359 1.22898 0.31969
C -4.55074 0.82278 0.21658
O -2.31759 0.26286 0.56632
C -1.27744 2.87150 0.02170
O -0.31214 1.97414 0.09157
C -0.87089 4.19553 -0.15767
H -0.13914 7.97325 -0.49290
H 0.36389 6.46596 -1.29085
H 0.37819 6.58684 0.49409
H -3.89825 5.73854 -0.23415
H -4.64852 3.44680 0.08803
H -5.26487 1.63364 0.28098
H -4.76373 0.08336 0.98682
H -4.68044 0.32816 -0.74913
H 0.19021 4.38250 -0.22082
C -0.99263 -6.88417 2.39700
C -1.23924 -6.50880 1.08272
C -1.06382 -5.19291 0.69000
C -0.64744 -4.24024 1.61877
C -0.42173 -4.61774 2.94201
C -0.58691 -5.93807 3.32706
C -0.40861 -2.83475 1.23538
C -0.13825 -2.45683 -0.00410
C 0.36908 -2.85072 -1.30340
C 1.54375 -3.60681 -1.34371
C 1.97651 -4.14952 -2.54537
C 1.27260 -3.89484 -3.71213
C 0.12849 -3.10408 -3.68559
C -0.32388 -2.58604 -2.48641
H -1.12626 -7.91412 2.69795
H -1.57511 -7.24333 0.36376
H -1.27080 -4.90230 -0.33207
H -0.10710 -3.87806 3.66918
H -0.40512 -6.22692 4.35319
H -0.45905 -2.10890 2.03594
H 2.08061 -3.79695 -0.42348
H 2.86096 -4.77125 -2.56868
H 1.61599 -4.31036 -4.64977
H -0.41007 -2.90416 -4.60245
H -1.22029 -1.97550 -2.44857

***

Asked for energy relative to the best compared isomer or geometry (same formula, charge and spin) across the records above, the calculation gives 3.615 0.825 eV in order.
Asked for electronic energy across the records above, the calculation gives -44822.9498 -58283.0979 eV in order.